The following is a quantum chemistry calculation of C5H7NO2 in the gas phase at a distorted geometry, from OMol25.

## Properties
* LUMO energy: 0.8 eV
* highest occupied orbital energy: -9.393 eV
* maximum force: 5.3 eV/Å
* relative energy (zero: lowest compared OMol25 entry of this formula, charge and spin): 3.737 eV

The geometry in XYZ format:
```
15
C5H7NO2 wB97M-V/def2-TZVPD
C -1.11 -0.04 -0.09
C 0.03 0.13 -1.02
C 1.06 -0.97 -0.81
C -0.08 -0.29 1.10
C 0.69 1.11 0.93
H -0.37 0.17 -2.07
H 2.21 -0.38 -0.64
H 1.12 -1.90 -1.48
H -0.42 -0.40 2.14
H 1.79 1.37 1.34
H 0.09 1.99 1.26
H 1.43 1.53 -0.92
N 0.51 1.51 -0.58
O -2.30 -0.10 -0.12
O 0.68 -1.47 0.59
```